1.
Computed, not measured: a cluster of 4 separate species, C44H78N5O3 in total at a distorted geometry, with the ωB97M-V functional and the def2-TZVPD basis.

The geometry in ORCA input format:
```
! RIJCOSX wB97M-V def2-TZVPD def2/J DEFGRID3
* xyz 0 4
O 3.316 5.394 1.808
O -3.036 -4.385 -2.906
O -0.691 -1.747 2.266
N -6.821 0.416 1.945
N -3.795 -5.122 -3.645
N 4.380 6.123 1.854
N -4.370 0.892 3.281
N -0.695 -2.963 1.825
C -2.525 -5.770 -6.184
C -0.616 -3.070 -1.081
C 3.866 6.224 4.259
C 1.688 2.354 1.028
C -4.558 -2.941 -4.497
C 3.735 1.278 2.136
C 6.139 7.147 0.399
C -5.710 0.836 1.278
C 3.755 8.949 1.508
C -5.530 -5.000 -5.444
C 3.443 8.213 2.809
C -4.262 -7.508 -4.240
C 2.709 1.208 0.983
C -3.470 1.711 -0.157
C -4.489 1.084 1.938
C 4.359 7.015 3.053
C 5.437 -0.924 0.798
C 4.359 5.746 -0.579
C -2.208 -4.798 1.061
C -4.695 1.473 -0.824
C -3.143 -2.653 1.817
C 4.646 6.757 0.527
C -4.231 -4.383 -4.869
C 0.819 -4.810 1.081
C 5.202 1.437 1.718
C -6.662 0.266 3.227
C 0.595 -3.288 1.149
C -3.343 1.532 1.205
C 5.650 0.566 0.554
C 0.618 -2.693 -0.259
C -1.901 -2.717 -0.336
C 5.776 7.498 3.411
C -0.835 1.973 1.041
C -5.445 0.495 3.894
C -2.053 1.797 1.933
C -2.084 -6.426 -4.877
C 0.445 1.996 1.877
C -1.958 -3.270 1.087
C 3.754 7.984 0.325
C -2.629 -6.963 -2.500
C 1.751 -2.735 1.973
C -3.123 -4.389 -5.924
C -3.195 -6.477 -3.829
C -5.791 1.045 -0.118
H -1.741 -5.290 1.915
H -1.997 -1.625 -0.301
H 6.156 -1.502 0.223
H -3.835 -8.509 -4.202
H -0.753 1.191 0.289
H -3.394 -6.955 -1.722
H 6.332 8.187 0.658
H 2.694 -3.047 1.526
H -2.268 -7.985 -2.613
H -4.069 -2.950 1.325
H -4.638 -7.373 -5.251
H 2.403 7.872 2.781
H -1.889 1.030 2.682
H -1.849 -5.273 0.149
H -6.110 -5.495 -4.666
H -2.185 2.723 2.494
H -2.627 2.045 -0.738
H 5.571 -1.194 1.840
H 4.716 9.467 1.582
H 2.123 3.273 1.399
H -3.521 -3.973 -6.851
H -5.110 -7.481 -3.554
H 0.301 2.750 2.651
H 0.682 -1.602 -0.189
H -7.516 -0.055 3.806
H -2.320 -3.718 -5.600
H 2.829 5.910 4.150
H -3.108 -1.563 1.809
H -3.681 -2.394 -4.152
H 4.458 -1.227 0.438
H -0.596 -2.539 -2.035
H 4.073 8.503 -0.581
H 4.950 4.838 -0.444
H 2.726 7.651 0.149
H 3.594 0.419 2.786
H -3.242 -6.407 -6.711
H 4.622 6.187 -1.540
H 3.007 9.726 1.341
H 0.560 1.042 2.384
H 3.178 1.200 0.004
H -2.761 -3.087 -0.896
H -4.735 1.635 -1.888
H -5.400 0.332 4.960
H 1.335 2.532 0.013
H -0.600 -4.134 -1.331
H -1.793 -6.353 -2.161
H 3.522 8.897 3.656
H 1.718 -3.113 2.997
H -3.275 -5.012 1.119
H 1.748 -1.649 2.012
H 3.932 6.847 5.150
H 6.767 6.515 1.026
H 0.702 -5.263 2.066
H 1.525 -3.025 -0.769
H 6.483 7.014 -0.626
H 4.476 5.334 4.419
H 5.182 0.887 -0.371
H -0.887 2.949 0.562
H -5.344 -5.718 -6.242
H 6.464 6.655 3.489
H 2.153 0.283 1.083
H -6.167 -4.225 -5.867
H 6.717 0.743 0.411
H -3.185 -2.989 2.855
H -1.665 -5.672 -6.849
H -4.942 -2.426 -5.377
H 6.190 8.212 2.703
H 1.835 -5.012 0.739
H -1.232 -5.870 -4.473
H -6.736 0.870 -0.607
H 3.308 5.466 -0.620
H 5.755 8.001 4.378
H 3.480 2.152 2.731
H 5.403 2.486 1.509
H 5.817 1.166 2.577
H -1.730 -7.442 -5.067
H 0.155 -5.321 0.389
H -5.318 -2.898 -3.716
*
```

Output
<S²>   3.7624
Largest force on an atom   1.8 eV Å⁻¹
Highest occupied orbital energy (alpha / beta)   -8.01 / -8.50 eV
E_LUMO (alpha / beta)   0.18 / 0.18 eV

2.
Computed, not measured: a cluster of 11 separate species, C44H79ClN10O5 in total at a distorted geometry, with the ωB97M-V functional and the def2-TZVPD basis.

The geometry in ORCA input format:
```
! RIJCOSX wB97M-V def2-TZVPD def2/J DEFGRID3
* xyz 0 1
Cl -0.145 3.456 -6.911
O -0.642 2.997 -5.620
O -0.788 4.664 -7.337
O -0.358 2.407 -7.864
O 0.899 -0.250 1.094
O 1.281 3.741 -6.783
N -0.030 -3.680 -2.131
N -4.280 3.480 -0.274
N 4.944 -2.055 -2.260
N -2.465 -1.107 4.990
N 1.397 -5.054 3.459
N -5.177 -4.077 -0.805
N -3.233 1.784 6.722
N -1.195 0.714 -0.946
N 2.108 0.132 -3.822
N 2.281 2.587 1.658
C 0.008 -3.793 -3.271
C -2.544 -1.899 2.886
C 2.894 0.664 -4.467
C 4.081 2.862 -4.722
C 7.130 0.390 1.399
C 1.339 -4.396 1.356
C -1.533 1.474 -2.258
C -3.228 -2.808 3.764
C 2.639 -4.943 1.600
C -3.503 4.297 -0.471
C 2.644 -5.252 2.934
C 0.643 -4.342 2.531
C -5.706 -6.374 0.372
C 3.431 2.183 4.981
C -3.040 -2.333 5.033
C 0.140 0.057 -1.190
C 0.698 -0.877 -0.146
C -4.518 -6.823 1.191
C -1.002 1.796 0.052
C -2.274 -0.223 -0.482
C 0.048 -3.854 -4.743
C 2.578 2.921 2.712
C 2.918 3.329 4.099
C -2.580 -1.325 -1.486
C 2.313 -2.818 -4.933
C 3.746 1.466 -5.284
C 6.668 -0.778 0.502
C -4.087 2.398 3.250
C 4.369 1.255 4.141
C 1.485 -1.104 2.064
C -0.529 2.460 -2.789
C -4.303 3.711 4.013
C 5.075 -1.448 -1.292
C -5.417 -5.064 -0.274
C 4.956 3.724 -5.663
C -4.554 7.001 -0.519
C -3.153 3.814 5.046
C -3.054 6.783 -0.337
C -2.559 5.381 -0.757
C 5.278 -0.561 -0.136
C 0.844 -2.654 -5.324
C -4.773 -8.197 1.836
C -2.067 -0.882 3.699
C -3.199 2.684 6.011
H 2.466 -1.421 1.706
H 2.806 -1.901 -5.246
H 2.816 -3.646 -5.433
H 7.335 -0.936 -0.351
H -0.313 -3.925 2.803
H -0.987 -3.877 -5.090
H -1.860 0.711 -2.962
H -4.093 4.596 3.411
H 0.785 -1.928 2.198
H 0.042 -0.485 -2.129
H -5.192 3.813 4.631
H 5.636 4.321 -5.064
H -3.228 4.692 5.693
H 0.506 -4.800 -5.037
H -1.439 -0.012 3.569
H -4.890 7.048 -1.558
H 3.634 4.141 3.966
H -2.176 3.812 4.563
H -0.918 2.948 -3.693
H 0.625 -2.635 -6.391
H -0.126 -1.599 -0.008
H -3.117 0.445 -0.312
H 6.231 0.654 1.956
H 2.556 1.572 5.213
H 4.673 0.921 -5.512
H 3.870 2.521 5.914
H -2.302 -2.073 1.851
H -3.213 2.470 2.599
H -3.130 -2.098 -0.951
H -3.632 -6.876 0.558
H 4.852 0.519 4.779
H 5.262 0.412 -0.635
H -4.122 -8.369 2.693
H 3.757 0.740 3.403
H 6.655 -1.760 0.978
H 5.562 3.043 -6.275
H 5.098 1.873 3.618
H 7.372 1.261 0.791
H -4.067 1.528 3.898
H -1.593 5.208 -0.281
H 0.236 1.916 -3.357
H 1.101 -4.046 0.362
H -4.878 2.189 2.522
H 3.431 -5.705 3.519
H 8.024 0.066 1.920
H -6.662 -6.355 0.896
H -1.869 2.424 0.231
H -3.288 -2.881 5.930
H -3.761 -3.694 3.467
H -2.482 1.945 -1.981
H 1.982 3.735 4.489
H 1.519 -1.518 -0.471
H -5.802 -8.351 2.162
H -4.261 -6.118 1.984
H 1.532 -0.678 3.067
H -2.691 7.006 0.664
H -0.120 3.204 -2.117
H -0.626 1.409 1.003
H 3.347 -5.140 0.815
H -5.167 6.342 0.091
H 0.825 0.876 -1.401
H 3.087 3.309 -4.664
H 2.431 -2.924 -3.857
H -1.823 -0.557 0.451
H -2.541 7.426 -1.054
H -5.930 -7.054 -0.456
H 3.337 1.541 -6.297
H 4.468 -0.693 0.580
H -2.225 -0.454 5.716
H -3.174 -0.915 -2.304
H -4.835 8.029 -0.262
H -2.349 5.411 -1.827
H -1.763 -1.825 -2.008
H 1.114 -5.140 4.417
H -0.137 2.416 -0.183
H 4.393 4.250 -6.431
H -4.520 -8.992 1.132
H 4.650 2.757 -3.801
H 0.383 -1.759 -4.907
*
```

Output
Largest force on an atom   2.5 eV Å⁻¹
Highest occupied orbital energy   -8.11 eV
E_LUMO   -0.31 eV

3.
Computed, not measured: a cluster of 10 separate species, C44H80F12N14O2P2 in total at a distorted geometry, with the ωB97M-V functional and the def2-TZVPD basis.

The geometry in ORCA input format:
```
! RIJCOSX wB97M-V def2-TZVPD def2/J DEFGRID3
* xyz 4 1
P 8.991 -10.299 -30.782
P 14.493 -2.910 -33.243
F 15.571 -3.811 -33.970
F 13.375 -1.872 -32.494
F 7.486 -10.780 -30.557
F 8.651 -10.152 -32.345
F 9.322 -10.358 -29.219
F 8.603 -8.769 -30.576
F 13.470 -2.988 -34.555
F 10.627 -10.011 -30.970
F 9.255 -11.917 -30.974
F 15.370 -2.892 -31.875
F 13.760 -4.241 -32.675
F 15.242 -1.537 -33.730
O 18.331 7.443 -32.941
O 17.305 6.940 -31.043
N 4.870 6.951 -31.831
N 16.427 -9.844 -26.837
N 14.604 -3.104 -41.447
N 14.531 -9.507 -38.876
N 23.501 -2.925 -32.714
N 13.239 -10.011 -40.609
N 5.351 4.752 -32.140
N 4.940 -5.199 -37.291
N 3.969 -5.376 -39.271
N 15.225 -11.773 -26.718
N 11.319 7.359 -33.701
N 24.869 -4.508 -32.185
N 11.315 9.469 -32.877
N 16.144 -4.045 -42.756
C 10.825 11.858 -32.188
C 11.613 8.191 -32.622
C 10.526 8.187 -34.505
C 4.626 -6.558 -39.026
C 3.405 8.858 -31.336
C 23.672 -2.906 -31.344
C 16.977 -8.658 -27.419
C 22.071 -2.480 -34.802
C 18.484 -9.006 -27.952
C 10.694 9.465 -34.053
C 4.253 6.580 -33.041
C 5.445 5.794 -31.279
C 16.818 -4.657 -43.933
C 4.577 5.207 -33.155
C 18.062 5.182 -32.491
C 12.737 -10.309 -41.940
C 24.461 -3.961 -30.989
C 16.705 -3.947 -41.469
C 11.640 5.897 -33.858
C 12.518 -9.271 -39.703
C 13.277 -8.931 -38.613
C 14.502 -10.145 -40.099
C 15.681 -10.758 -27.594
C 1.826 -4.760 -40.612
C 4.149 -4.505 -38.262
C 5.696 -4.662 -36.092
C 13.279 -2.414 -40.954
C 14.856 -3.555 -42.673
C 16.274 -10.106 -25.477
C 3.348 -5.009 -40.599
C 24.205 -3.978 -33.223
C 17.774 6.655 -32.179
C 22.643 -1.970 -33.423
C 16.692 -6.195 -43.880
C 25.723 -5.651 -32.368
C 6.134 3.452 -32.086
C 5.295 -6.373 -37.855
C 4.756 8.217 -31.168
C 15.612 -11.382 -25.461
C 15.746 -3.342 -40.693
C 14.528 -13.003 -27.058
C 15.486 -10.268 -36.825
C 11.781 10.566 -32.101
C 15.686 -9.425 -38.076
H 18.418 -9.920 -28.542
H 11.894 5.595 -32.842
H 26.757 -5.497 -32.059
H 7.056 3.586 -31.521
H 19.086 -8.986 -27.043
H 9.933 7.855 -35.345
H 17.709 -4.295 -41.276
H 9.869 11.458 -31.851
H 14.217 -3.513 -43.542
H 3.721 -3.524 -38.116
H 3.893 -4.158 -41.008
H 15.165 -11.275 -37.090
H 17.099 -6.640 -44.787
H 24.872 -4.261 -30.037
H 1.428 -4.981 -41.602
H 15.635 -6.422 -44.022
H 15.561 -10.909 -28.656
H 19.128 5.058 -32.300
H 16.645 -9.431 -24.720
H 16.332 -10.164 -36.145
H 22.833 -2.516 -35.581
H 12.713 -2.006 -41.792
H 10.290 10.363 -34.498
H 5.881 5.754 -30.291
H 15.476 -11.958 -24.558
H 15.357 -10.508 -40.650
H 12.761 10.923 -32.417
H 21.812 -1.784 -32.743
H 16.534 -9.885 -38.582
H 11.540 -9.015 -40.084
H 14.600 -13.138 -28.137
H 15.745 -3.079 -39.645
H 5.143 -4.683 -35.153
H 16.305 -8.362 -28.224
H 11.687 -10.591 -42.022
H 10.802 5.311 -34.234
H 17.221 -6.671 -43.054
H 23.199 -2.141 -30.746
H 1.747 -3.680 -40.492
H 2.464 8.355 -31.116
H 21.745 -3.505 -34.627
H 17.883 -4.425 -43.949
H 12.553 5.766 -34.439
H 13.477 -12.931 -26.780
H 1.205 -5.228 -39.848
H 10.672 12.335 -33.156
H 6.224 3.079 -33.106
H 14.999 -13.918 -26.697
H 25.505 -6.049 -33.359
H 4.310 4.587 -33.998
H 18.838 -8.222 -28.621
H 12.807 -9.310 -42.370
H 5.010 8.139 -30.111
H 5.905 -3.608 -36.272
H 17.495 4.366 -32.044
H 16.402 -4.260 -44.859
H 12.797 -3.290 -40.521
H 25.386 -6.528 -31.816
H 4.746 -7.313 -39.790
H 3.468 -5.781 -41.359
H 11.263 12.637 -31.564
H 16.843 -7.807 -26.750
H 5.548 8.950 -31.321
H 3.384 9.848 -30.879
H 6.672 -5.145 -36.040
H 16.011 -8.405 -37.870
H 13.077 -8.536 -37.628
H 12.203 7.770 -31.821
H 3.273 9.034 -32.403
H 17.960 5.090 -33.573
H 23.297 -1.099 -33.402
H 6.035 -7.017 -37.404
H 5.530 2.748 -31.513
H 14.783 -9.674 -36.240
H 3.659 7.316 -33.562
H 13.414 -1.743 -40.106
H 21.199 -1.935 -35.163
H 11.687 10.186 -31.083
H 24.161 -4.157 -34.287
H 13.418 -11.024 -42.402
*
```

Output
Largest force on an atom   4.3 eV Å⁻¹
Highest occupied orbital energy   -9.06 eV
Relative energy (zero: lowest compared OMol25 entry of this formula, charge and spin)   249.3 kcal/mol
E_LUMO   -6.84 eV

Question: Number 2 is which compound?
Answer: C44H79ClN10O5

Question: Look up the largest force on an atom of the third one.
Answer: 4.3 eV Å⁻¹